# C4H8O2

An isolated molecule of C4H8O2 (ωB97M-V/def2-TZVPD, the OMol25 dataset).

For the total energy, the calculation gives -8372.0952 eV. Its orbital gap is 10.370 eV. Its HOMO energy is -9.669 eV. For the energy above the lowest of the compared OMol25 structures with the same formula, charge and spin, the calculation gives 27.4 kcal/mol. As for the lowest unoccupied orbital energy: 0.70 eV. As for the SMILES: C[C@@H](O)CC=O. As for the charge: 0. The molar mass is 88.11 g mol⁻¹.

Atoms and positions in Å:
C -1.690784 -0.335445 -0.498652
C -0.369084 0.411774 -0.255312
O -0.445518 1.367394 0.799005
C 0.720278 -0.578475 0.176081
C 2.134664 -0.101823 0.453981
O 3.102632 -0.788204 0.214193
H -2.474263 0.322356 -0.896270
H -1.548800 -1.133860 -1.240676
H -2.051987 -0.782327 0.430966
H -0.156337 0.895597 -1.216243
H -0.652043 2.242518 0.453077
H 0.796309 -1.411755 -0.525983
H 0.374758 -0.981650 1.140948
H 2.260181 0.873897 0.964880

Cartesian forces (eV/Å) of the 3 atoms listed first:
0.0 0.0 0.1
0.0 -0.3 -0.3
-0.2 0.2 -0.1